(1)
{
  "formula": "C38H40BrN8O14P2",
  "method": "wB97M-V/def2-TZVPD",
  "species": ["C", "C", "O", "N", "P", "N", "P", "O", "Br", "H", "H", "H", "H", "H", "H", "H", "H", "H", "H", "C", "C", "C", "C", "C", "C", "N", "O", "O", "H", "H", "H", "H", "H", "C", "C", "C", "C", "C", "C", "N", "O", "O", "H", "H", "H", "H", "H", "C", "C", "C", "C", "C", "C", "N", "O", "O", "H", "H", "H", "H", "H", "C", "C", "C", "C", "C", "C", "N", "O", "O", "H", "H", "H", "H", "H", "C", "C", "C", "C", "C", "C", "N", "O", "O", "H", "H", "H", "H", "H", "C", "C", "C", "C", "C", "C", "N", "O", "O", "H", "H", "H", "H", "H"],
  "positions_angstrom": [[-3.517, 1.377, -3.179], [-2.312, 1.121, -2.044], [-1.018, 0.813, -2.594], [-0.716, -0.430, -2.876], [0.120, -0.348, -4.477], [1.508, 0.475, -4.175], [-1.950, -1.683, -2.887], [-2.341, -2.134, -1.205], [-1.176, -3.686, -3.743], [-4.454, 0.700, -2.951], [-3.764, 2.515, -3.306], [-3.030, 1.023, -4.210], [-2.206, 2.202, -1.542], [-2.687, 0.447, -1.143], [0.057, -0.737, -2.212], [0.494, -1.639, -5.004], [-0.712, 0.438, -5.354], [1.557, 0.705, -3.135], [-1.688, -1.572, -0.661], [-6.403, 4.386, 2.437], [-5.021, 4.517, 2.584], [-4.200, 4.582, 1.457], [-4.777, 4.519, 0.180], [-6.163, 4.380, 0.030], [-6.973, 4.313, 1.165], [-3.922, 4.612, -1.009], [-2.698, 4.716, -0.834], [-4.472, 4.587, -2.119], [-7.039, 4.341, 3.319], [-4.584, 4.571, 3.579], [-3.125, 4.684, 1.588], [-6.623, 4.325, -0.955], [-8.051, 4.209, 1.058], [0.012, -0.907, 5.315], [-1.355, -0.633, 5.359], [-2.028, -0.238, 4.201], [-1.319, -0.124, 2.998], [0.056, -0.391, 2.952], [0.718, -0.783, 4.117], [-2.025, 0.267, 1.772], [-3.238, 0.513, 1.857], [-1.370, 0.324, 0.721], [0.531, -1.221, 6.219], [-1.898, -0.731, 6.297], [-3.094, -0.028, 4.253], [0.620, -0.302, 2.025], [1.785, -0.996, 4.091], [4.644, 1.267, -6.807], [5.736, 0.867, -7.580], [6.505, -0.230, -7.189], [6.169, -0.926, -6.020], [5.078, -0.522, -5.238], [4.318, 0.579, -5.638], [6.959, -2.096, -5.617], [7.927, -2.410, -6.325], [6.610, -2.704, -4.596], [4.043, 2.120, -7.119], [5.985, 1.410, -8.490], [7.353, -0.529, -7.802], [4.809, -1.050, -4.326], [3.467, 0.898, -5.039], [-0.993, -7.164, -0.770], [-0.492, -8.004, 0.226], [0.020, -7.463, 1.407], [0.020, -6.073, 1.583], [-0.475, -5.226, 0.583], [-0.981, -5.779, -0.595], [0.533, -5.499, 2.833], [0.980, -6.280, 3.686], [0.486, -4.268, 2.966], [-1.396, -7.591, -1.686], [-0.503, -9.083, 0.082], [0.407, -8.132, 2.173], [-0.476, -4.145, 0.705], [-1.371, -5.130, -1.377], [11.685, -3.181, -4.440], [12.597, -3.061, -3.390], [12.147, -2.766, -2.102], [10.774, -2.597, -1.874], [9.857, -2.710, -2.927], [10.319, -3.002, -4.212], [10.292, -2.313, -0.517], [11.136, -2.202, 0.384], [9.069, -2.203, -0.350], [12.040, -3.417, -5.441], [13.660, -3.200, -3.576], [12.870, -2.675, -1.295], [8.789, -2.577, -2.765], [9.615, -3.095, -5.035], [-8.718, 4.896, 9.332], [-7.458, 5.424, 9.050], [-7.118, 5.763, 7.739], [-8.055, 5.572, 6.714], [-9.319, 5.035, 6.993], [-9.646, 4.697, 8.308], [-7.714, 5.949, 5.337], [-6.579, 6.404, 5.127], [-8.580, 5.796, 4.464], [-8.980, 4.639, 10.357], [-6.740, 5.575, 9.854], [-6.132, 6.173, 7.535], [-10.054, 4.876, 6.207], [-10.625, 4.282, 8.536]],
  "lowdin_charge": [-0.0692, -0.2263, -0.1935, -0.5241, 0.8218, -0.2735, 0.6854, -0.3391, 0.3557, 0.0995, 0.0779, 0.0707, 0.1513, 0.1120, 0.1722, 0.0049, 0.0545, 0.0215, 0.0492, -0.0603, -0.0556, -0.0002, -0.1494, 0.0009, -0.0491, -0.3238, 0.0455, 0.0439, 0.0864, 0.1104, 0.1180, 0.1187, 0.1146, -0.0485, -0.0511, 0.0068, -0.1449, -0.0019, -0.0533, -0.3015, 0.0883, -0.0049, 0.1176, 0.1149, 0.1215, 0.1145, 0.1175, -0.0692, -0.0636, 0.0025, -0.1412, -0.0030, -0.0833, -0.3095, 0.0525, 0.0609, 0.1083, 0.1109, 0.1206, 0.1139, 0.0477, -0.0659, -0.0557, 0.0105, -0.1380, -0.0051, -0.0877, -0.3226, 0.0776, 0.0456, 0.1101, 0.1141, 0.1240, 0.1052, 0.0213, -0.0669, -0.0683, -0.0027, -0.1434, 0.0039, -0.0593, -0.3276, 0.0604, 0.0531, 0.1088, 0.1083, 0.1185, 0.1073, 0.0775, -0.0673, -0.0639, -0.0005, -0.1428, 0.0007, -0.0626, -0.3221, 0.0597, 0.0516, 0.1109, 0.1107, 0.1187, 0.1195, 0.1111],
  "homo_lumo_gap_ev": 6.22,
  "charge": 1,
  "multiplicity": 1,
  "e_tot_ev": -169231.86466
}



(2)
{
  "formula": "C29H37N7O4P2PdS",
  "method": "wB97M-V/def2-TZVPD",
  "species": ["Pd", "C", "P", "C", "C", "C", "C", "C", "C", "C", "C", "C", "C", "C", "C", "H", "H", "H", "H", "H", "H", "H", "H", "H", "H", "H", "H", "H", "N", "C", "P", "O", "O", "C", "N", "H", "H", "H", "H", "H", "H", "H", "H", "H", "H", "N", "C", "O", "C", "C", "C", "N", "C", "C", "H", "H", "H", "H", "H", "H", "O", "S", "C", "C", "C", "C", "H", "H", "H", "H", "H", "H", "H", "H", "N", "C", "C", "C", "N", "C", "N"],
  "positions_angstrom": [[0.423, -0.107, -0.422], [2.813, 1.614, -1.970], [2.553, 0.091, -1.029], [3.693, 0.135, 0.363], [4.398, -1.008, 0.730], [5.237, -0.976, 1.836], [5.372, 0.191, 2.573], [4.668, 1.333, 2.209], [3.827, 1.307, 1.110], [3.018, -1.286, -2.087], [2.272, -2.464, -2.087], [2.633, -3.516, -2.914], [3.742, -3.397, -3.740], [4.497, -2.232, -3.733], [4.140, -1.176, -2.910], [3.868, 1.745, -2.207], [2.469, 2.470, -1.390], [2.230, 1.556, -2.889], [4.311, -1.915, 0.145], [5.796, -1.860, 2.111], [6.039, 0.218, 3.424], [4.788, 2.248, 2.775], [3.287, 2.204, 0.830], [1.396, -2.553, -1.453], [2.045, -4.424, -2.924], [4.016, -4.213, -4.395], [5.362, -2.142, -4.376], [4.739, -0.274, -2.914], [-3.592, -1.454, 3.121], [-3.258, -0.342, 2.163], [-2.909, -1.166, 0.522], [-3.412, -2.558, 0.761], [-1.473, -0.929, 0.183], [-3.954, -0.409, -0.792], [-4.825, -1.416, -1.439], [-3.607, -2.315, 2.532], [-4.507, -1.337, 3.550], [-2.891, -1.528, 3.890], [-2.372, 0.180, 2.519], [-4.086, 0.362, 2.120], [-3.251, -0.006, -1.524], [-4.530, 0.438, -0.416], [-4.535, -1.200, -2.722], [-5.807, -1.169, -1.378], [-4.711, -2.309, -0.951], [-0.244, -0.815, 6.573], [-0.873, -0.853, 5.399], [-2.078, -1.064, 5.262], [-0.081, -0.613, 4.148], [0.029, 0.673, 3.632], [0.443, 0.823, 2.324], [0.760, -0.230, 1.568], [0.774, -1.454, 2.100], [0.355, -1.689, 3.390], [-0.771, -0.978, 7.418], [0.746, -0.656, 6.640], [-0.274, 1.540, 4.204], [0.445, 1.787, 1.835], [1.063, -2.266, 1.447], [0.312, -2.702, 3.766], [-1.171, 2.047, -0.030], [-0.761, 3.264, -0.836], [-1.681, 3.184, -2.394], [-3.076, 3.710, -2.089], [-2.839, 4.982, -1.281], [-1.795, 4.637, -0.217], [-1.619, 2.153, -2.739], [-1.157, 3.829, -3.104], [-3.627, 2.976, -1.496], [-3.641, 3.898, -3.001], [-3.750, 5.362, -0.820], [-2.457, 5.766, -1.938], [-2.241, 4.213, 0.684], [-1.155, 5.471, 0.063], [-0.102, -0.155, -2.368], [-0.601, -0.841, -3.153], [-1.349, -1.626, -4.028], [-2.705, -1.479, -3.832], [-3.823, -1.220, -3.657], [-0.746, -2.636, -4.829], [-0.219, -3.447, -5.448]],
  "lowdin_charge": [0.7805, -0.2104, 0.9124, -0.3631, -0.0747, -0.0559, -0.0565, -0.0629, -0.1006, -0.3840, -0.1181, -0.0608, -0.0430, -0.0484, -0.0721, 0.0626, 0.0344, 0.0553, 0.1087, 0.1157, 0.1152, 0.1134, 0.1034, 0.0837, 0.1152, 0.1195, 0.1177, 0.1095, 0.1302, -0.1460, 0.4610, -0.3292, -0.4072, -0.2321, 0.0143, 0.1115, 0.1642, 0.0872, 0.0772, 0.1032, 0.0672, 0.0993, 0.0407, 0.1301, 0.1069, 0.2393, -0.4661, 0.0506, -0.1316, 0.0216, -0.0990, -0.0862, -0.0887, 0.0319, 0.1413, 0.1335, 0.1391, 0.1080, 0.1275, 0.1400, -0.6213, 0.9240, -0.3194, -0.2283, -0.2170, -0.2968, 0.0692, 0.1045, 0.1034, 0.1236, 0.1216, 0.1206, 0.0920, 0.0907, 0.0744, -0.1269, -0.2112, -0.0662, 0.2438, -0.1980, 0.1807],
  "homo_lumo_gap_ev": 8.09,
  "charge": 2,
  "multiplicity": 1,
  "e_tot_ev": -82175.78649,
  "de_lowest_kj_mol": 0.0
}